No. 1
Density functional theory data (ωB97M-V/def2-TZVPD) for a molecular structure, C14H14LiN6S2.

As for the total charge: -1. The value obtained for the HOMO-LUMO gap is 6.8 eV.

Structure (XYZ):
```
37
C14H14LiN6S2 ωB97M-V/def2-TZVPD
Li -8.396 9.582 5.277
S -10.550 10.668 4.933
C -11.283 10.863 6.429
N -12.467 11.374 6.557
N -13.037 11.256 7.837
C -13.559 10.103 8.373
C -13.310 8.880 7.820
C -13.846 7.744 8.374
C -14.673 7.770 9.475
C -14.945 9.029 10.019
C -14.370 10.173 9.510
N -10.592 10.336 7.642
N -9.463 9.953 7.427
C -8.803 9.503 8.670
C -7.404 9.488 8.684
C -6.710 8.981 9.792
C -7.456 8.440 10.816
C -8.846 8.415 10.816
C -9.545 8.951 9.725
H -13.547 12.084 8.075
H -12.757 8.817 6.911
H -13.616 6.804 7.900
H -15.060 6.873 9.933
H -15.533 9.088 10.926
H -14.548 11.150 9.971
H -6.901 9.839 7.794
H -5.619 9.008 9.830
H -6.937 8.035 11.679
H -9.410 8.037 11.658
H -10.627 8.964 9.596
S -4.615 7.410 6.906
C -5.953 8.000 6.251
N -6.923 8.432 5.766
N -7.568 10.113 3.397
H -7.883 10.842 2.782
H -7.535 9.276 2.849
H -6.594 10.273 3.665
```



No. 2
Density functional theory data (ωB97M-V/def2-TZVPD) for a molecular structure, C14H14N2O3SY.

As for the total charge: -1. The value obtained for the HOMO-LUMO gap (spin up / spin down) is 5.7 / 3.8 eV. The value obtained for the energy above the lowest of the compared OMol25 structures with the same formula, charge and spin is 117.02 kcal/mol.

Structure (XYZ):
```
35
C14H14N2O3SY ωB97M-V/def2-TZVPD
C -2.938 -1.500 -2.288
C -3.364 -1.053 -1.004
C -2.353 -1.406 -0.053
C -1.324 -2.116 -0.747
C -1.686 -2.158 -2.131
Y -1.187 0.324 -1.443
N -0.554 -0.887 -4.388
C -2.049 2.129 -0.604
C -2.744 1.649 0.457
H -2.390 -1.225 1.023
H -4.317 -0.576 -0.756
H -0.467 -2.614 -0.288
H -1.098 -2.650 -2.910
H -3.498 -1.386 -3.222
H -3.752 1.230 0.350
H -1.206 2.839 -0.477
H -0.401 -0.191 -5.145
H -2.435 1.815 1.493
H -2.570 2.124 -1.617
O -0.211 -0.816 2.820
S 0.306 0.380 2.211
O -0.124 1.674 2.675
N 0.093 0.279 0.543
C 1.224 0.193 -0.181
O 1.131 0.159 -1.467
C 2.406 0.202 0.657
C 3.739 0.188 0.253
C 4.724 0.320 1.226
C 4.374 0.511 2.581
C 3.025 0.529 2.976
C 2.060 0.347 1.993
H 3.940 0.077 -0.815
H 5.775 0.285 0.938
H 5.156 0.650 3.325
H 2.716 0.674 4.012
```



No. 3
Density functional theory data (ωB97M-V/def2-TZVPD) for a molecular structure, C14H14N2O3SYb.

As for the total charge: -1. The value obtained for the HOMO-LUMO gap (spin up / spin down) is 4.3 / 4.3 eV. As for the spin multiplicity: 2. Its expectation value of S² is 0.76.

Structure (XYZ):
```
35
C14H14N2O3SYb ωB97M-V/def2-TZVPD
C -0.665 0.504 -3.074
C 0.597 0.513 -3.731
C 1.334 1.656 -3.296
C 0.535 2.365 -2.361
C -0.716 1.669 -2.243
Yb 0.967 0.369 -1.335
N -0.739 -2.357 -2.445
C -1.030 -3.739 -2.714
C 0.407 -4.012 -3.046
H 2.300 2.011 -3.685
H 0.903 -0.216 -4.477
H 0.800 3.316 -1.897
H -1.554 1.979 -1.640
H -1.458 -0.244 -3.170
H 0.779 -4.247 -4.053
H -1.815 -4.171 -3.381
H -1.539 -1.903 -1.953
H 1.101 -4.014 -2.197
H -1.098 -4.141 -1.666
O 0.892 -1.046 0.714
C 0.476 -0.046 1.372
N 0.278 1.143 0.702
S -0.172 2.470 1.546
O 0.870 3.472 1.565
O -1.531 2.853 1.232
C -0.124 1.519 3.035
C -0.234 2.023 4.326
C -0.116 1.137 5.414
C 0.117 -0.228 5.174
C 0.248 -0.718 3.871
C 0.138 0.174 2.795
H -0.390 3.084 4.461
H -0.172 1.516 6.435
H 0.191 -0.907 6.037
H 0.422 -1.786 3.685
```



No. 4
Density functional theory data (ωB97M-V/def2-TZVPD) for C14H14N2O7 in the gas phase.

The value obtained for the HOMO-LUMO gap is 9.0 eV. The value obtained for the energy above the lowest of the compared OMol25 structures with the same formula, charge and spin is 0.82 kcal/mol.

Structure (XYZ):
```
37
C14H14N2O7 ωB97M-V/def2-TZVPD
O 4.358 2.399 0.785
C 3.482 3.050 1.324
O 3.630 3.733 2.460
C 2.076 3.027 0.751
C 1.558 1.659 0.436
C 0.304 1.689 -0.441
N 0.038 0.351 -0.968
C -0.388 0.094 -2.257
O -0.177 0.947 -3.108
C -1.161 -1.165 -2.564
O -0.343 -2.294 -2.049
C -0.607 -2.703 -0.747
C 0.355 -3.549 -0.209
C 0.232 -4.020 1.084
C -0.885 -3.645 1.849
C -1.906 -2.826 1.298
C -1.721 -2.342 -0.009
N -2.626 -1.509 -0.604
C -2.493 -1.036 -1.901
O -3.439 -0.486 -2.396
C -0.972 2.275 0.205
O -1.797 1.528 0.692
O -1.149 3.635 0.238
H 4.551 3.593 2.716
H 1.382 3.518 1.470
H 2.139 3.623 -0.153
H 1.343 1.115 1.360
H 2.350 1.103 -0.043
H 0.519 2.343 -1.273
H -0.370 -0.253 -0.278
H -1.269 -1.353 -3.616
H 1.218 -3.847 -0.799
H 1.080 -4.575 1.531
H -1.014 -3.989 2.888
H -2.779 -2.591 1.857
H -3.492 -1.291 -0.115
H -2.026 3.796 0.589
```



Number 1: maximum force 2.2 eV Å⁻¹, total energy -1674.4401 a.u.. Number 2: maximum force 4.2 eV Å⁻¹, total energy -1313.5306 a.u.. Number 3: maximum force 5.4 eV Å⁻¹, total energy -2433.8718 a.u.. Number 4: maximum force 3.5 eV Å⁻¹, total energy -1178.1447 a.u..